Here is a molecular structure, C40H32F9OP2Yb at a distorted geometry from the Open Molecules 2025 dataset. Energies are from wB97M-V/def2-TZVPD.

Summary:
Spin multiplicity ... 2
Frontier orbital gap (alpha / beta) ... 7.420 / 6.433 eV
Total energy ... -118595.432 eV
Net charge ... +2
E_LUMO (alpha / beta) ... -5.571 / -7.593 eV
⟨S²⟩ ... 0.762

Atoms and positions in Å:
C1 -3.170 0.865 0.660
C2 -2.137 1.826 0.632
C3 -2.262 2.926 -0.236
C4 -3.453 3.178 -0.898
C5 -4.511 2.274 -0.785
C6 -4.343 1.086 -0.070
P1 -0.510 1.503 1.360
C7 0.190 3.088 1.768
C8 1.258 3.689 1.062
C9 1.715 4.941 1.470
C10 1.103 5.615 2.535
C11 0.051 5.007 3.242
C12 -0.379 3.726 2.881
Yb1 1.712 0.613 -0.416
P2 -0.216 -1.396 -1.830
C13 -0.927 -0.179 -2.975
C14 -2.175 -0.379 -3.595
C15 -2.796 0.626 -4.346
C16 -2.218 1.889 -4.385
C17 -0.922 2.060 -3.894
C18 -0.260 1.039 -3.222
C19 1.314 -2.086 -2.526
C20 2.248 -2.739 -1.699
C21 3.412 -3.252 -2.246
C22 3.676 -3.121 -3.610
C23 2.738 -2.502 -4.453
C24 1.543 -2.004 -3.920
C25 -1.198 -2.773 -1.269
C26 -1.543 -2.992 0.089
C27 -2.504 -3.944 0.407
C28 -3.113 -4.696 -0.601
C29 -2.741 -4.511 -1.934
C30 -1.716 -3.630 -2.251
C31 -0.885 0.588 2.863
C32 -2.073 0.811 3.580
C33 -2.299 0.142 4.783
C34 -1.321 -0.696 5.321
C35 -0.117 -0.885 4.637
C36 0.062 -0.317 3.379
H1 2.042 -2.829 -0.634
H2 4.125 -3.777 -1.604
H3 4.624 -3.496 -4.017
H4 2.943 -2.400 -5.524
H5 0.784 -1.540 -4.566
H6 -2.657 -1.347 -3.479
H7 -3.751 0.469 -4.846
H8 -2.763 2.724 -4.800
H9 -0.423 3.013 -4.045
H10 0.768 1.215 -2.879
H11 -1.122 -2.372 0.881
H12 -2.823 -4.056 1.447
H13 -3.920 -5.380 -0.351
H14 -3.294 -5.003 -2.738
H15 -1.383 -3.521 -3.282
H16 -2.833 1.493 3.191
H17 -3.252 0.290 5.294
H18 -1.501 -1.210 6.262
H19 0.684 -1.480 5.071
H20 0.942 -0.559 2.793
H21 1.730 3.191 0.193
H22 2.555 5.395 0.944
H23 1.435 6.614 2.822
H24 -0.435 5.511 4.079
H25 -1.146 3.200 3.467
H26 -1.396 3.565 -0.370
H27 -3.556 4.071 -1.515
H28 -5.467 2.464 -1.261
H29 -5.134 0.338 -0.110
H30 -3.109 0.036 1.379
H31 -0.693 -0.561 -0.396
H32 -0.300 0.113 0.109
F1 4.895 -1.357 -0.771
C37 4.567 -0.319 0.030
F2 5.677 0.383 0.287
F3 3.786 0.531 -0.831
C38 3.698 -0.713 1.255
O1 2.359 -0.913 0.921
C39 4.200 -2.094 1.778
F4 5.553 -2.190 1.955
F5 3.613 -2.393 2.968
F6 3.849 -3.066 0.893
C40 3.748 0.359 2.370
F7 4.966 0.618 2.891
F8 3.273 1.558 1.834
F9 2.909 0.036 3.398

=====

Here is a molecular structure, C40H32N2O3PSrTe at a distorted geometry from the Open Molecules 2025 dataset. Energies are from wB97M-V/def2-TZVPD.

Summary:
Frontier orbital gap ... 4.710 eV
Total energy ... -68529.221 eV
Net charge ... -1
E_LUMO ... 1.934 eV

Atoms and positions in Å:
Sr1 -0.744 -0.609 -0.053
O1 1.801 -3.728 4.374
C1 2.787 -2.865 4.106
C2 4.033 -3.065 4.696
C3 5.108 -2.239 4.421
C4 4.964 -1.192 3.525
C5 3.725 -0.963 2.963
C6 2.609 -1.752 3.256
C7 1.318 -1.391 2.659
O2 1.205 -0.210 2.161
N1 0.335 -2.308 2.680
N2 -0.792 -2.197 1.962
C8 -1.742 -3.039 2.399
C9 -3.094 -3.069 1.916
C10 -4.042 -3.994 2.409
C11 -5.368 -3.968 2.008
C12 -5.811 -3.014 1.099
C13 -4.904 -2.088 0.585
C14 -3.555 -2.084 0.949
O3 -2.679 -1.185 0.388
H1 1.027 -3.465 3.811
H2 4.152 -3.896 5.374
H3 6.064 -2.417 4.895
H4 5.817 -0.573 3.281
H5 3.586 -0.137 2.272
H6 -1.476 -3.677 3.255
H7 -3.707 -4.749 3.103
H8 -6.065 -4.689 2.405
H9 -6.845 -3.007 0.789
H10 -5.173 -1.341 -0.154
C15 3.925 2.361 -2.434
C16 2.906 2.899 -3.197
C17 1.706 2.200 -3.340
C18 1.610 0.880 -2.928
C19 2.729 0.304 -2.286
C20 3.819 1.051 -1.949
P1 0.054 0.381 -2.069
C21 -1.194 1.443 -2.741
C22 -1.132 2.610 -1.932
C23 -2.268 3.258 -1.535
C24 -3.506 2.723 -1.867
C25 -3.589 1.549 -2.616
C26 -2.459 0.900 -3.036
C27 0.034 -1.407 -2.375
C28 0.446 -1.703 -3.674
C29 0.294 -2.969 -4.191
C30 -0.320 -3.934 -3.407
C31 -0.787 -3.625 -2.128
C32 -0.666 -2.348 -1.544
H11 4.774 2.971 -2.140
H12 2.968 3.930 -3.530
H13 0.812 2.668 -3.768
H14 2.641 -0.765 -1.998
H15 4.582 0.637 -1.298
H16 -0.119 2.948 -1.602
H17 -2.180 4.140 -0.917
H18 -4.400 3.200 -1.495
H19 -4.555 1.126 -2.839
H20 -2.485 -0.065 -3.520
H21 0.916 -0.911 -4.266
H22 0.628 -3.183 -5.198
H23 -0.447 -4.926 -3.816
H24 -1.323 -4.336 -1.503
C33 2.013 2.614 -0.204
Te1 1.448 0.754 -0.162
C34 -0.447 1.439 0.508
C35 -0.240 2.905 0.712
C36 -1.278 3.677 1.202
C37 -1.092 5.041 1.338
C38 0.122 5.619 0.986
C39 1.167 4.833 0.527
C40 1.003 3.469 0.424
H25 2.027 2.776 -1.275
H26 3.032 2.649 0.155
H27 -0.890 1.126 1.448
H28 -1.064 1.202 -0.414
H29 -2.214 3.173 1.413
H30 -1.911 5.663 1.679
H31 0.266 6.691 1.052
H32 2.111 5.273 0.211

=====

Here is a molecular structure, C40H32O3PdTe from the Open Molecules 2025 dataset. Energies are from wB97M-V/def2-TZVPD.

Summary:
Frontier orbital gap ... 7.216 eV
Total energy ... -58913.525 eV
E_LUMO ... -0.706 eV

Atoms and positions in Å:
Pd1 -0.596 -0.152 0.262
O1 0.665 1.334 1.140
C1 0.020 2.557 1.583
C2 -1.530 2.302 1.607
O2 -2.197 3.095 2.245
O3 -1.970 1.301 0.937
C3 0.510 2.828 2.995
C4 0.566 1.756 3.886
C5 0.988 1.948 5.191
C6 1.348 3.215 5.627
C7 1.286 4.284 4.748
C8 0.871 4.093 3.437
C9 0.331 3.665 0.582
C10 1.406 3.548 -0.293
C11 1.698 4.562 -1.195
C12 0.917 5.705 -1.238
C13 -0.162 5.824 -0.373
C14 -0.457 4.814 0.529
H1 1.545 1.255 1.525
H2 0.262 0.766 3.564
H3 1.026 1.104 5.869
H4 1.670 3.368 6.649
H5 1.563 5.276 5.079
H6 0.833 4.935 2.760
H7 2.017 2.656 -0.294
H8 2.538 4.450 -1.870
H9 1.141 6.494 -1.943
H10 -0.787 6.708 -0.403
H11 -1.306 4.902 1.194
Te1 -1.820 1.069 -2.297
C15 -2.784 0.502 -4.101
C16 -4.174 0.520 -4.175
C17 -4.817 0.148 -5.347
C18 -4.075 -0.234 -6.456
C19 -2.690 -0.248 -6.391
C20 -2.046 0.119 -5.217
C21 -2.118 -0.861 -1.421
C22 -1.529 -1.970 -2.051
C23 -1.824 -3.257 -1.649
C24 -2.710 -3.467 -0.594
C25 -3.294 -2.390 0.047
C26 -3.004 -1.085 -0.354
H12 -4.755 0.824 -3.313
H13 -5.898 0.163 -5.396
H14 -4.577 -0.515 -7.373
H15 -2.108 -0.545 -7.255
H16 -0.964 0.107 -5.169
H17 -0.847 -1.808 -2.875
H18 -1.356 -4.097 -2.145
H19 -2.945 -4.476 -0.279
H20 -3.993 -2.550 0.859
H21 -3.485 -0.244 0.129
C27 4.113 -5.304 -1.287
C28 3.350 -5.157 -0.137
C29 2.478 -4.089 -0.002
C30 2.355 -3.138 -1.018
C31 3.114 -3.310 -2.177
C32 3.988 -4.378 -2.311
C33 1.427 -1.993 -0.955
C34 0.829 -1.469 0.111
C35 1.022 -1.753 1.544
C36 -0.057 -2.163 2.338
C37 0.084 -2.264 3.716
C38 1.300 -1.979 4.316
C39 2.386 -1.593 3.535
C40 2.247 -1.471 2.165
H22 4.793 -6.140 -1.387
H23 3.428 -5.886 0.660
H24 1.878 -4.006 0.893
H25 3.017 -2.590 -2.981
H26 4.569 -4.486 -3.218
H27 1.224 -1.524 -1.913
H28 -0.994 -2.438 1.867
H29 -0.761 -2.575 4.318
H30 1.408 -2.055 5.390
H31 3.338 -1.380 4.003
H32 3.083 -1.158 1.550

=====

Among the records above, which one has the lowest total energy?
C40H32F9OP2Yb

=====

What did the first record say?
Here is a molecular structure, C40H32F9OP2Yb at a distorted geometry from the Open Molecules 2025 dataset. Energies are from wB97M-V/def2-TZVPD.

Summary:
Spin multiplicity ... 2
Frontier orbital gap (alpha / beta) ... 7.420 / 6.433 eV
Total energy ... -118595.432 eV
Net charge ... +2
E_LUMO (alpha / beta) ... -5.571 / -7.593 eV
⟨S²⟩ ... 0.762

Atoms and positions in Å:
C1 -3.170 0.865 0.660
C2 -2.137 1.826 0.632
C3 -2.262 2.926 -0.236
C4 -3.453 3.178 -0.898
C5 -4.511 2.274 -0.785
C6 -4.343 1.086 -0.070
P1 -0.510 1.503 1.360
C7 0.190 3.088 1.768
C8 1.258 3.689 1.062
C9 1.715 4.941 1.470
C10 1.103 5.615 2.535
C11 0.051 5.007 3.242
C12 -0.379 3.726 2.881
Yb1 1.712 0.613 -0.416
P2 -0.216 -1.396 -1.830
C13 -0.927 -0.179 -2.975
C14 -2.175 -0.379 -3.595
C15 -2.796 0.626 -4.346
C16 -2.218 1.889 -4.385
C17 -0.922 2.060 -3.894
C18 -0.260 1.039 -3.222
C19 1.314 -2.086 -2.526
C20 2.248 -2.739 -1.699
C21 3.412 -3.252 -2.246
C22 3.676 -3.121 -3.610
C23 2.738 -2.502 -4.453
C24 1.543 -2.004 -3.920
C25 -1.198 -2.773 -1.269
C26 -1.543 -2.992 0.089
C27 -2.504 -3.944 0.407
C28 -3.113 -4.696 -0.601
C29 -2.741 -4.511 -1.934
C30 -1.716 -3.630 -2.251
C31 -0.885 0.588 2.863
C32 -2.073 0.811 3.580
C33 -2.299 0.142 4.783
C34 -1.321 -0.696 5.321
C35 -0.117 -0.885 4.637
C36 0.062 -0.317 3.379
H1 2.042 -2.829 -0.634
H2 4.125 -3.777 -1.604
H3 4.624 -3.496 -4.017
H4 2.943 -2.400 -5.524
H5 0.784 -1.540 -4.566
H6 -2.657 -1.347 -3.479
H7 -3.751 0.469 -4.846
H8 -2.763 2.724 -4.800
H9 -0.423 3.013 -4.045
H10 0.768 1.215 -2.879
H11 -1.122 -2.372 0.881
H12 -2.823 -4.056 1.447
H13 -3.920 -5.380 -0.351
H14 -3.294 -5.003 -2.738
H15 -1.383 -3.521 -3.282
H16 -2.833 1.493 3.191
H17 -3.252 0.290 5.294
H18 -1.501 -1.210 6.262
H19 0.684 -1.480 5.071
H20 0.942 -0.559 2.793
H21 1.730 3.191 0.193
H22 2.555 5.395 0.944
H23 1.435 6.614 2.822
H24 -0.435 5.511 4.079
H25 -1.146 3.200 3.467
H26 -1.396 3.565 -0.370
H27 -3.556 4.071 -1.515
H28 -5.467 2.464 -1.261
H29 -5.134 0.338 -0.110
H30 -3.109 0.036 1.379
H31 -0.693 -0.561 -0.396
H32 -0.300 0.113 0.109
F1 4.895 -1.357 -0.771
C37 4.567 -0.319 0.030
F2 5.677 0.383 0.287
F3 3.786 0.531 -0.831
C38 3.698 -0.713 1.255
O1 2.359 -0.913 0.921
C39 4.200 -2.094 1.778
F4 5.553 -2.190 1.955
F5 3.613 -2.393 2.968
F6 3.849 -3.066 0.893
C40 3.748 0.359 2.370
F7 4.966 0.618 2.891
F8 3.273 1.558 1.834
F9 2.909 0.036 3.398

=====

Among the records above, which one has the highest total energy?
C40H32O3PdTe

=====

total energy of number 1 (C40H32F9OP2Yb)?
-118595.432 eV